Record 1
{
  "formula": "C7H9NO2S2",
  "method": "ωB97M-V with the def2-TZVPD basis set",
  "elements": ["C", "C", "C", "C", "C", "C", "C", "N", "O", "O", "S", "S", "H", "H", "H", "H", "H", "H", "H", "H", "H"],
  "coordinates": [[0.1567, 2.5653, 0.3104], [0.9762, 1.5654, -0.0338], [-1.0084, 2.1680, 1.0684], [0.6333, 0.3209, 0.5145], [3.5584, -2.0649, 0.5920], [2.6060, -1.1858, 0.1849], [1.3503, -0.7241, 0.8700], [-3.7179, -0.4808, -2.0016], [-1.6523, -0.4079, -0.2767], [-3.5302, -2.0951, 0.0310], [-0.9747, 0.5183, 1.3887], [-3.2993, -0.6968, -0.3226], [0.4172, 3.4881, 0.0138], [1.8549, 1.6212, -0.6936], [-1.6240, 2.9504, 1.4373], [4.4891, -2.0755, 0.0118], [3.5514, -2.7521, 1.3976], [2.7496, -0.6782, -0.7792], [0.8189, -1.4216, 1.3431], [-3.8907, 0.4441, -2.2991], [-3.4644, -1.0587, -2.7570]],
  "forces_ev_per_a": [[-0.737, -3.147, 0.224], [1.129, 0.169, -1.478], [1.817, -1.204, 0.390], [-1.263, 0.791, 1.716], [-0.475, 1.546, -1.588], [0.330, 0.389, 0.568], [2.505, -0.589, -3.096], [-0.032, -0.510, 2.220], [-1.961, -0.722, -0.408], [0.302, 0.257, -0.561], [0.048, 1.920, -1.383], [1.037, 0.908, -0.718], [0.203, 3.459, -0.777], [-0.370, 0.335, 0.631], [-1.026, -0.243, 0.519], [-0.531, -0.282, -0.023], [-0.404, -0.141, 0.999], [0.352, -0.052, 0.538], [-1.604, -2.861, 2.577], [-0.040, 1.134, 0.147], [0.719, -1.157, -0.494]],
  "total_energy_ha": -1273.5524
}

Record 2
{
  "formula": "C7H9NO2S3",
  "method": "ωB97M-V with the def2-TZVPD basis set",
  "elements": ["C", "C", "C", "C", "C", "C", "C", "N", "O", "O", "S", "S", "S", "H", "H", "H", "H", "H", "H", "H", "H", "H"],
  "coordinates": [[0.4565, 0.4719, -0.7187], [-1.6502, 0.3342, 0.3761], [-0.0286, -0.2798, -1.8044], [-2.1703, -0.2713, -0.7968], [-0.3502, 0.6882, 0.3703], [-1.3151, -0.5908, -1.8061], [0.2868, 1.3097, 1.6049], [0.8739, -3.3531, -1.7649], [-1.1590, -0.6045, -4.4441], [-1.2668, -2.8613, -3.1902], [-0.6749, -3.9350, -2.1546], [-1.5024, -3.6225, -0.4579], [-1.9404, -1.2834, -3.4320], [1.4812, 0.7311, -0.6207], [-2.3442, 0.4305, 1.3250], [0.6168, -0.5734, -2.6809], [-3.1619, -0.3976, -0.8873], [1.2240, 0.8279, 1.8882], [0.6091, 2.3099, 1.2961], [-0.3127, 1.3292, 2.4512], [1.5888, -3.8358, -2.1255], [1.0219, -3.1623, -0.8586]],
  "forces_ev_per_a": [[-0.293, -1.576, -1.176], [-3.499, -1.178, 0.417], [4.032, 1.295, -0.331], [2.572, 1.332, 1.823], [1.522, 0.730, 2.111], [-2.726, -0.873, -2.077], [1.575, 0.295, -2.151], [-3.668, 0.901, -2.979], [0.191, -0.292, -0.117], [-0.078, 0.167, -1.582], [1.201, 0.840, 1.199], [-0.814, -0.472, 0.706], [0.234, 0.088, 2.046], [0.802, 0.251, -0.255], [1.564, 0.058, -2.135], [-0.664, 0.528, 1.138], [-3.432, -0.835, -0.228], [-0.073, -0.338, -0.139], [-0.251, 0.172, 0.443], [-1.356, 0.209, 1.389], [3.151, -2.285, -2.136], [0.010, 0.982, 4.037]],
  "total_energy_ha": -1671.8307
}